# 1
{"formula": "F2H10O5Pb", "method": "wB97M-V/def2-TZVPD", "de_lowest_kcal_mol": 142.5, "e_tot_ha": -774.5344, "total_charge": 0, "homo_ev": -8.06, "e_lumo_ha": -0.1039, "gap_ha": 0.1924, "species": ["H", "H", "H", "H", "H", "O", "O", "F", "Pb", "H", "H", "H", "O", "O", "O", "H", "F", "H"], "xyz": [[7.472, -30.523, 15.395], [10.650, -28.126, 10.800], [11.867, -29.005, 10.601], [12.790, -24.949, 15.463], [11.160, -32.431, 11.639], [12.531, -25.449, 14.689], [8.168, -31.036, 14.983], [9.299, -27.628, 17.277], [11.204, -29.048, 14.624], [12.180, -33.187, 12.464], [11.815, -31.280, 17.710], [13.313, -31.489, 17.641], [12.574, -31.141, 17.143], [11.519, -32.498, 12.524], [11.512, -28.321, 11.168], [12.181, -24.792, 14.086], [8.158, -27.422, 13.248], [7.817, -31.925, 14.938]], "forces_ev_per_angstrom": [[-0.12, 0.52, 0.09], [-0.52, 0.24, 0.10], [0.17, -0.15, -0.18], [-0.02, 0.05, 0.29], [-0.20, 0.02, -0.22], [0.18, -0.49, -0.10], [0.56, -0.06, -0.07], [1.16, -0.88, -1.06], [-2.61, 1.45, 0.62], [0.19, -0.20, 0.06], [-0.32, 0.04, 0.21], [0.27, -0.03, 0.05], [-0.13, 0.21, -0.50], [0.00, 0.34, 0.25], [0.30, -0.18, 0.56], [-0.24, 0.09, -0.21], [1.34, -0.75, 0.17], [0.01, -0.23, -0.06]], "lowdin_charge": [0.05, 0.05, 0.03, 0.04, 0.03, -0.07, -0.08, -0.73, 1.48, 0.03, 0.04, 0.04, -0.09, -0.06, -0.09, 0.04, -0.73, 0.03]}

# 2
{"formula": "H28LiO18PZr", "method": "wB97M-V/def2-TZVPD", "de_lowest_kcal_mol": 25.4, "e_tot_ha": -1766.7790, "total_charge": 2, "homo_ev": -15.81, "e_lumo_ha": -0.2895, "gap_ha": 0.2915, "species": ["H", "H", "H", "O", "O", "O", "H", "Zr", "O", "O", "O", "O", "O", "O", "H", "O", "H", "O", "H", "H", "H", "H", "H", "O", "H", "O", "H", "H", "H", "H", "H", "H", "H", "O", "H", "H", "H", "H", "H", "O", "O", "H", "H", "P", "Li", "O", "H", "H", "O"], "xyz": [[0.337, -3.314, -0.718], [1.504, -4.246, -0.467], [2.345, 0.435, 2.213], [-1.907, -1.340, -3.539], [-2.217, -3.203, 1.279], [3.304, 1.541, -0.468], [-2.097, 0.652, 1.057], [0.963, 1.781, -0.015], [1.011, -3.821, -1.170], [-0.818, -1.942, -0.464], [-2.872, 1.060, 1.441], [-0.727, 3.191, -0.880], [-0.308, 0.369, 0.881], [-3.102, 0.304, -1.407], [2.552, 1.885, 2.593], [-0.086, 2.854, 1.679], [-2.184, -1.339, -4.455], [-0.465, 0.660, -1.054], [2.974, -2.672, 0.715], [2.172, 2.877, -2.427], [-1.916, -4.103, 1.162], [0.763, 2.469, -2.802], [-1.165, 3.223, -1.730], [-1.639, 1.226, 4.328], [0.259, 3.640, 2.103], [-0.733, -1.415, 2.821], [2.501, -2.305, -2.753], [-2.201, 0.522, -1.168], [-1.445, 0.649, 3.590], [-0.641, 2.447, 2.345], [-3.588, 0.818, 0.853], [-1.715, -2.697, 0.640], [1.934, -1.152, -1.952], [1.443, 2.327, -2.143], [2.579, -1.432, -0.058], [4.020, 1.956, 0.014], [-1.238, 3.780, -0.324], [-1.378, -1.978, 2.393], [-1.199, 0.819, 5.074], [2.283, -1.375, -2.815], [3.338, -1.962, 0.186], [-3.462, 1.119, -1.755], [3.735, 0.896, -1.029], [-0.091, -0.595, -0.311], [-1.964, -2.533, -1.848], [2.217, 1.327, 1.891], [-1.930, -0.418, -3.280], [-0.540, -0.737, 2.173], [1.389, -0.248, -0.398]], "forces_ev_per_angstrom": [[-0.04, 0.03, 0.16], [0.23, -0.39, 0.04], [-0.01, -0.88, -0.10], [0.19, -0.44, 0.52], [-0.65, -0.20, 0.13], [-0.54, 0.97, 0.02], [0.13, -0.13, 0.06], [-1.39, -2.72, -0.03], [0.09, 0.00, -0.26], [2.06, 3.50, -0.40], [0.03, 0.52, 0.22], [0.55, 0.39, 0.42], [-0.13, -0.57, 7.10], [-0.49, -0.46, -0.31], [0.04, 0.40, 0.40], [0.84, 0.69, -0.84], [-0.07, -0.35, -0.35], [-2.52, 2.73, -8.50], [0.15, -0.29, 0.20], [0.74, 0.13, -0.11], [-0.01, -0.43, 0.29], [-0.43, -0.31, -0.38], [-0.09, -0.24, -0.43], [0.34, 0.90, -0.41], [0.08, 0.61, 0.32], [0.60, 0.24, 0.54], [0.09, -0.39, 0.01], [0.51, 0.44, 0.12], [-0.36, -0.78, -0.08], [-0.91, -0.92, 0.71], [-0.37, -0.10, -0.05], [0.07, 0.00, 0.05], [0.15, -0.11, -0.02], [-0.02, 0.15, 0.21], [-0.06, 0.06, -0.03], [0.32, 0.16, 0.41], [-0.32, 0.23, 0.58], [-0.56, -0.67, 0.19], [0.07, -0.17, 0.29], [-0.08, 0.53, -0.34], [0.51, -0.01, 0.25], [-0.44, 0.15, -0.09], [-0.08, -0.77, -0.58], [-1.63, -0.95, 0.80], [-0.19, 0.26, -0.65], [-0.17, 0.50, -0.18], [-0.18, 0.31, 0.28], [0.07, 0.27, 0.13], [3.87, -1.88, -0.32]], "lowdin_charge": [-0.04, 0.05, 0.11, -0.07, -0.03, -0.06, -0.04, 2.06, -0.03, -0.33, -0.03, -0.07, -0.45, -0.04, 0.11, -0.06, 0.07, -0.42, 0.04, 0.12, 0.07, 0.11, 0.10, -0.03, 0.12, -0.04, 0.04, -0.04, -0.02, 0.08, 0.04, -0.06, -0.05, -0.07, -0.06, 0.11, 0.10, 0.00, 0.05, -0.04, -0.04, 0.06, 0.11, 0.26, 0.81, -0.06, 0.02, -0.05, -0.41]}

# 3
{"formula": "CHO6S", "method": "wB97M-V/def2-TZVPD", "de_lowest_kcal_mol": 43.4, "e_tot_ha": -888.3805, "total_charge": -1, "homo_ev": -4.15, "e_lumo_ha": 0.0320, "gap_ha": 0.1846, "species": ["O", "O", "O", "C", "O", "H", "O", "S", "O"], "xyz": [[3.367, -0.429, 0.315], [2.879, -0.100, -2.076], [-2.091, -0.179, 1.211], [-2.011, 1.056, 0.514], [-0.880, 1.395, 0.184], [-3.030, -0.344, 1.362], [2.190, -2.184, -0.967], [2.665, -0.835, -0.865], [-3.089, 1.619, 0.321]], "forces_ev_per_angstrom": [[-1.04, 0.11, -0.29], [-0.82, 0.06, 0.71], [0.17, -0.44, 0.20], [-0.20, -0.11, -0.07], [1.22, -0.13, -0.08], [0.12, 0.32, -0.14], [-0.50, 0.96, 0.33], [2.20, -1.03, -0.69], [-1.14, 0.27, 0.02]], "lowdin_charge": [-0.24, -0.25, -0.03, -0.89, -0.06, 0.06, -0.25, 0.72, -0.07]}

# 4
{"formula": "FFeH16O8", "method": "wB97M-V/def2-TZVPD", "de_lowest_kcal_mol": 60.4, "e_tot_ha": -1974.8370, "spin_multiplicity": 5, "total_charge": 1, "homo_ev": [-13.36, -13.36], "e_lumo_ha": [-0.1968, -0.2137], "gap_ha": [0.2941, 0.2771], "species": ["H", "H", "H", "Fe", "H", "O", "H", "H", "H", "O", "O", "O", "H", "H", "O", "O", "H", "O", "O", "H", "H", "H", "H", "H", "F", "H"], "xyz": [[3.506, -0.018, -0.310], [-2.939, 1.053, -0.554], [-1.731, 0.613, 0.279], [1.306, -1.508, 0.032], [-1.500, -0.385, -1.953], [2.864, -0.167, 0.405], [-0.397, 1.424, -1.086], [-0.571, -3.645, -0.472], [-0.405, 1.841, -2.579], [-0.832, 2.012, -1.730], [-0.697, 1.386, 2.576], [-2.321, -0.676, -2.367], [-2.873, -0.987, -1.638], [-1.349, -2.315, -0.462], [-0.452, -2.685, -0.485], [0.916, -1.748, 2.058], [1.567, 1.883, -1.848], [2.386, 1.981, -1.352], [-2.670, 0.849, 0.350], [0.690, -2.453, 2.682], [3.045, 0.529, 1.051], [-0.428, 0.901, 1.776], [2.102, 2.205, -0.459], [1.181, -0.997, 2.609], [0.021, 0.070, 0.160], [-0.419, 0.838, 3.318]], "forces_ev_per_angstrom": [[-0.22, 0.29, 0.05], [0.09, 0.23, 0.08], [-0.52, 0.20, 0.03], [-1.93, 1.85, 0.74], [-0.21, 0.30, -0.01], [0.69, -0.76, -0.42], [-0.18, 0.23, -0.15], [0.12, 0.10, -0.13], [-0.29, 0.08, -0.07], [0.53, -0.30, 0.05], [0.55, -0.28, -0.12], [0.18, -0.55, 0.14], [-0.15, 0.27, -0.08], [0.24, 0.31, -0.02], [0.35, -0.28, 0.12], [0.38, -0.11, 0.55], [-0.02, 0.30, 0.04], [0.30, -0.39, 0.11], [0.05, -0.51, -0.17], [-0.03, -0.08, -0.27], [-0.28, -0.14, 0.08], [-0.20, 0.19, 0.28], [-0.23, 0.28, -0.20], [-0.14, -0.01, -0.12], [1.11, -1.33, -0.58], [-0.21, 0.12, 0.08]], "lowdin_charge": [0.10, 0.03, -0.04, 1.08, -0.01, -0.05, -0.02, 0.11, 0.05, -0.04, -0.05, -0.04, 0.04, 0.09, -0.04, -0.04, 0.01, -0.04, -0.06, 0.12, 0.11, -0.03, 0.04, 0.09, -0.44, 0.03]}

# 5
{"formula": "C7H7NOS", "method": "wB97M-V/def2-TZVPD", "de_lowest_kcal_mol": 49.1, "e_tot_ha": -799.0093, "total_charge": 0, "homo_ev": -8.90, "e_lumo_ha": 0.0265, "smiles": "C1=NO[C@@H](c2cccs2)C1", "gap_ha": 0.3536, "species": ["O", "H", "H", "N", "C", "H", "S", "H", "C", "C", "H", "H", "C", "H", "C", "C", "C"], "xyz": [[1.628, -1.083, -0.713], [-0.332, -0.542, -2.773], [1.957, 0.813, -3.289], [2.299, -0.444, -1.658], [1.572, 0.235, -2.436], [1.260, 0.717, 1.823], [-2.070, -0.487, 0.832], [-0.302, -1.774, -0.900], [0.243, -0.750, -0.718], [-0.652, 0.653, 2.703], [-2.830, 0.237, 2.882], [-0.365, 0.959, 3.732], [-1.952, 0.239, 2.404], [-0.461, 1.003, -2.026], [0.087, 0.012, -2.047], [0.233, 0.382, 1.613], [-0.316, -0.169, 0.569]], "forces_ev_per_angstrom": [[-0.39, -0.69, 1.98], [-1.70, -2.08, -2.45], [-0.10, -0.43, 0.67], [2.25, 1.11, -1.52], [-1.55, -0.40, 0.49], [-0.24, -0.63, -0.95], [1.88, 0.81, 0.32], [0.87, 1.76, 0.65], [-1.95, -1.87, -1.35], [-2.55, -0.97, 0.58], [-2.80, 0.31, 2.34], [-0.13, 0.06, -1.14], [4.17, 0.05, -2.10], [0.48, -1.14, 0.36], [1.64, 4.03, 1.81], [1.93, 2.07, 3.24], [-1.79, -2.00, -2.93]], "lowdin_charge": [-0.09, 0.06, 0.12, 0.02, -0.10, 0.13, 1.01, 0.16, -0.32, -0.15, 0.00, 0.11, -0.39, 0.14, -0.09, -0.16, -0.45]}

# 6
{"formula": "C4H6O2", "method": "wB97M-V/def2-TZVPD", "de_lowest_kcal_mol": 95.2, "e_tot_ha": -306.3545, "total_charge": 0, "homo_ev": -8.76, "e_lumo_ha": 0.0247, "gap_ha": 0.3468, "species": ["H", "O", "C", "H", "C", "C", "H", "H", "O", "H", "C", "H"], "xyz": [[-1.197, 1.310, 1.347], [-1.925, -0.075, 0.004], [-1.222, 0.287, -1.074], [1.118, -1.470, 0.350], [0.060, 0.396, -0.218], [-0.916, 0.329, 0.967], [1.541, -0.791, -1.253], [-0.768, -0.376, 1.790], [0.844, 1.537, -0.385], [0.011, -1.611, -1.013], [0.738, -0.940, -0.527], [1.715, 1.405, 0.011]], "forces_ev_per_angstrom": [[0.16, -0.04, 0.07], [-0.08, 0.18, -0.37], [-0.21, -0.04, 0.18], [0.05, 0.24, 0.01], [-0.18, -0.12, -0.19], [0.10, 0.09, 0.31], [-0.06, 0.07, 0.09], [-0.06, -0.08, -0.16], [0.18, -0.04, 0.10], [0.25, 0.10, 0.14], [0.01, -0.33, -0.09], [-0.17, -0.05, -0.09]], "lowdin_charge": [0.13, -0.06, 0.10, 0.09, -0.58, -0.08, 0.09, 0.12, 0.01, 0.09, -0.02, 0.11]}